1.
C12H16BrI2IrNO2Si as an isolated structure, computed with ωB97M-V/def2-TZVPD.

The geometry in XYZ format:
```
36
Properties=species:S:1:pos:R:3
Ir 4.9182 -15.5284 -3.9950
Br 3.3396 -10.3008 -1.2216
C 2.4542 -11.1289 -2.7012
C 1.1002 -10.8985 -2.9285
C 0.4474 -11.5093 -4.0002
C 1.1518 -12.4413 -4.7387
C 2.4717 -12.7361 -4.4635
C 3.1592 -12.1267 -3.4051
C 4.5566 -12.4818 -2.9809
O 5.1181 -11.7732 -2.1309
O 5.1754 -13.3860 -3.5846
H 0.6639 -10.1309 -2.3496
H -0.5983 -11.3408 -4.2233
H 0.6439 -12.9158 -5.5539
H 3.0147 -13.3928 -5.1207
C 6.9236 -14.7606 -9.1794
Si 5.2488 -14.1743 -8.7043
C 3.8958 -15.0252 -9.6660
C 5.0307 -12.3781 -8.6351
C 5.0505 -14.6738 -6.9527
C 4.7952 -15.0568 -5.8289
H 7.2638 -14.5293 -10.2050
H 6.8622 -15.8385 -9.0597
H 7.6000 -14.3704 -8.4496
H 3.8477 -14.6381 -10.6677
H 2.8988 -14.8566 -9.2270
H 4.0630 -16.1141 -9.7021
H 5.0979 -11.8347 -9.5798
H 5.7558 -11.9239 -7.9340
H 4.0363 -12.1052 -8.2531
I 4.9671 -17.9498 -4.6538
I 3.3841 -15.7776 -1.9418
N 7.0304 -15.7317 -3.0911
H 7.2852 -14.8433 -2.6999
H 7.6204 -15.9832 -3.8586
H 7.1002 -16.5098 -2.4268
```

For the largest force on an atom, the calculation gives 0.057 Eh/bohr. As for the frontier orbital gap (spin up / spin down): 7.99 / 5.15 eV. As for the net charge: +1. As for the energy relative to the best compared isomer or geometry (same formula, charge and spin): 0.0 kcal per mole. As for the LUMO energy (spin up / spin down): -4.00 / -6.72 eV. Its spin multiplicity is 5.


2.
A 2-piece molecular cluster, C12H16N2 overall, computed with ωB97M-V/def2-TZVPD.

The geometry in XYZ format:
```
30
Properties=species:S:1:pos:R:3
C -1.2716 3.1383 -0.1953
C -0.3261 3.5292 0.9634
C -0.7192 2.0579 -1.0686
C 0.4146 2.0378 -1.8062
C -0.6776 0.1905 -2.0758
N -1.4512 0.8914 -1.2956
N 0.4408 0.8225 -2.4560
H -2.2662 2.9318 0.1800
H -1.4320 3.9895 -0.8525
H -0.7495 3.1622 1.8979
H 1.2639 2.7027 -1.7448
H -0.8200 -0.8544 -2.3186
H 1.3286 0.4006 -2.7575
H -0.1725 4.5930 1.1348
H 0.6151 3.0299 0.7595
C -1.2408 -1.4656 2.6948
C -0.3451 -2.7309 0.7172
C -0.1458 -1.8203 1.7463
C 0.6432 -3.0008 -0.2161
C 1.8365 -2.2959 -0.1805
C 1.1250 -1.2537 1.8730
C 2.0724 -1.4387 0.8857
H -1.3594 -3.1129 0.6211
H 0.4719 -3.7574 -0.9708
H -2.0289 -0.9351 2.1442
H -0.9884 -0.7707 3.5040
H 2.5948 -2.4372 -0.9343
H 1.2962 -0.5271 2.6534
H 3.0449 -0.9766 0.9449
H -1.7595 -2.2909 3.1714
```

For the largest force on an atom, the calculation gives 0.030 Eh/bohr. As for the frontier orbital gap (spin up / spin down): 2.37 / 8.46 eV. As for the net charge: -1. As for the energy relative to the best compared isomer or geometry (same formula, charge and spin): 0.0 kcal per mole. As for the LUMO energy (spin up / spin down): 3.43 / 3.25 eV. Its spin multiplicity is 2.


3.
One molecule with the formula C12H16N2, computed with ωB97M-V/def2-TZVPD.

The geometry in XYZ format:
```
30
Properties=species:S:1:pos:R:3
C 0.3712 1.0198 -2.9375
C 0.2637 -0.3367 -2.2582
C -0.6913 -0.3736 -1.1126
N -2.0292 0.1978 -1.4345
C -2.4237 0.9093 -0.4468
N -3.6741 1.4540 -0.5051
C -1.4719 0.8491 0.7058
C -0.1762 0.4347 0.0577
C 0.7475 -0.2971 0.9915
C 0.3923 -1.5561 1.5341
C 1.2878 -2.1459 2.4213
C 2.5055 -1.5094 2.7401
C 2.8792 -0.3040 2.1171
C 1.9929 0.2997 1.2401
H -0.6191 1.4191 -3.1575
H 0.9522 1.6899 -2.2972
H 0.8315 0.9377 -3.9500
H 1.2502 -0.6822 -1.9541
H -0.1306 -1.0359 -2.9952
H -0.8488 -1.4198 -0.8167
H -4.0661 1.8358 0.3506
H -4.2474 1.1840 -1.2742
H -1.3754 1.7826 1.2133
H -1.8252 0.0856 1.3968
H 0.3144 1.3589 -0.2388
H -0.5514 -2.0101 1.2938
H 1.0400 -3.1171 2.8653
H 3.2116 -1.9921 3.3981
H 3.8426 0.1253 2.3129
H 2.2480 1.1965 0.7398
```

For the largest force on an atom, the calculation gives 0.041 Eh/bohr. As for the frontier orbital gap: 9.56 eV. As for the energy relative to the best compared isomer or geometry (same formula, charge and spin): 2.7 kcal per mole. As for the LUMO energy: 0.88 eV.


4.
A 2-piece molecular cluster, C12H16N2 overall, computed with ωB97M-V/def2-TZVPD.

The geometry in XYZ format:
```
30
Properties=species:S:1:pos:R:3
C -0.1531 2.2201 1.5179
C -1.3451 1.2131 1.6220
C -0.9903 0.0514 2.4687
C -1.9091 -0.9537 2.9216
N -1.0555 -1.8823 3.5666
C 0.1939 -1.3618 3.6146
N 0.2602 -0.1964 2.9211
H -0.4312 3.0632 2.0817
H 0.1741 2.4818 0.4851
H 0.9001 2.0871 2.1006
H -2.0901 1.8100 2.1901
H -1.7539 0.8761 0.6428
H -2.8658 -1.1061 2.6654
H -1.2045 -2.7315 3.9624
H 0.9479 -1.8378 3.9683
C 1.6184 0.4222 -4.4002
C 1.0956 -0.2357 -3.0713
C 1.8626 -0.2042 -1.9140
C 1.2328 -0.4321 -0.7115
C -0.0874 -0.8591 -0.6460
C -0.8611 -0.7985 -1.8670
C -0.3728 -0.4165 -3.0769
H 1.6247 1.5183 -4.2691
H 1.0120 0.0610 -5.2369
H 2.6204 -0.0258 -4.5727
H 2.9403 0.0399 -1.8150
H 1.8759 -0.5611 0.1508
H -0.3052 -1.1282 0.3349
H -2.0263 -0.9343 -1.7416
H -0.9076 -0.1793 -3.8922
```

For the largest force on an atom, the calculation gives 0.158 Eh/bohr. As for the frontier orbital gap: 9.27 eV. As for the energy relative to the best compared isomer or geometry (same formula, charge and spin): 69.0 kcal per mole. As for the LUMO energy: 0.86 eV.


5.
One molecule with the formula C12H16N2O, computed with ωB97M-V/def2-TZVPD.

The geometry in XYZ format:
```
31
Properties=species:S:1:pos:R:3
C 1.0819 -1.9866 -0.8259
C 2.5726 -2.0251 -0.7182
C 3.2846 -0.6325 -0.4255
C 2.4804 0.2113 0.5761
C 1.3717 1.0352 -0.1353
O 1.4718 1.3278 -1.2934
C 0.1567 1.1235 0.7139
N 0.3348 1.0737 2.0768
C -1.0670 1.5353 0.2747
C -1.4597 1.6561 -1.1536
C -2.7343 1.3656 -1.4564
C -3.6803 0.7912 -0.4667
C -3.3818 -0.0320 0.5596
C -4.2913 -0.7180 1.3844
N -5.0058 -1.1941 2.1109
H 0.6716 -2.9173 -1.1738
H 0.5573 -1.9378 0.1396
H 0.7503 -1.1304 -1.6060
H 3.2075 -2.5044 -1.5034
H 2.7425 -2.6299 0.1191
H 3.5003 -0.0940 -1.2360
H 4.3024 -0.8873 0.0118
H 2.0000 -0.5963 1.2599
H 3.1490 0.9534 1.1535
H -0.4275 1.3633 2.5538
H 1.2490 1.3083 2.4118
H -1.8121 1.5913 0.9621
H -0.8772 2.1180 -1.9180
H -3.0066 1.3970 -2.4758
H -4.7310 0.8463 -0.7341
H -2.4097 -0.4115 0.8142
```

For the largest force on an atom, the calculation gives 0.100 Eh/bohr. As for the frontier orbital gap: 7.69 eV. As for the energy relative to the best compared isomer or geometry (same formula, charge and spin): 105.5 kcal per mole. As for the LUMO energy: -0.46 eV.


6.
A 2-piece molecular cluster, C12H16N2O overall, computed with ωB97M-V/def2-TZVPD.

The geometry in XYZ format:
```
31
Properties=species:S:1:pos:R:3
C 0.4116 -0.1166 3.0064
C 1.0489 -0.2616 1.7024
C 1.9990 -1.2788 1.4423
N 2.5374 -1.0723 0.1067
C 1.9778 0.1325 -0.3889
C 2.1553 0.8832 -1.5244
C 1.5324 2.0914 -1.6610
C 0.5087 2.5071 -0.7791
C 0.3236 1.7824 0.3857
C 1.0024 0.5367 0.5459
H 1.1062 0.5300 3.7649
H 0.2571 -1.1523 3.5042
H -0.5259 0.2748 3.1873
H 2.2027 -2.2640 1.9609
H 3.4622 -1.3384 -0.1615
H 2.8117 0.4413 -2.2479
H 1.8914 2.7029 -2.5246
H -0.1373 3.4491 -1.0173
H -0.3544 2.2656 1.1843
C -2.2483 -0.3812 -2.1362
C -2.5065 0.0666 -0.7330
C -2.2503 -1.3034 0.0310
N -1.0287 -1.9870 0.1392
O -3.2351 -1.9394 0.4547
H -3.1636 -0.8148 -2.6254
H -1.1770 -0.7661 -2.3745
H -2.1479 0.4704 -2.8266
H -1.9411 0.9161 -0.5205
H -3.4956 0.3252 -0.4946
H -0.9874 -2.9615 0.4131
H -0.0293 -1.7378 0.1866
```

For the largest force on an atom, the calculation gives 0.093 Eh/bohr. As for the frontier orbital gap: 8.80 eV. As for the energy relative to the best compared isomer or geometry (same formula, charge and spin): 63.4 kcal per mole. As for the LUMO energy: 0.66 eV.